1.
14
Properties=species:S:1:pos:R:3:nbo_charge:R:1 method="wB97M-V/def2-TZVPD" energy_ev=-7361.2041 homo_energy_ev=-9.63 gap_ev=10.672 smiles="CC(=O)C1CC1" multiplicity=1
C -2.05 -0.03 0.43 -0.72
C -0.69 0.62 0.31 0.59
O -0.42 1.68 0.84 -0.57
C 0.28 -0.19 -0.45 -0.35
C 1.61 0.29 -0.90 -0.40
C 1.52 -0.49 0.36 -0.38
H -2.50 -0.02 -0.57 0.23
H -2.14 -1.08 0.78 0.23
H -2.61 0.61 1.09 0.23
H -0.13 -1.05 -0.97 0.22
H 1.80 1.34 -0.76 0.24
H 1.98 -0.20 -1.80 0.22
H 1.70 -1.55 0.37 0.22
H 1.65 0.07 1.28 0.23

---

2.
14
Properties=species:S:1:pos:R:3:nbo_charge:R:1 method="wB97M-V/def2-TZVPD" energy_ev=-7354.7980 homo_energy_ev="-7.90 / -7.86" gap_ev="8.042 / 8.006" multiplicity=1
C 2.17 -0.59 0.07 0.21
C -0.19 -0.47 0.87 0.28
C 0.93 -1.40 0.39 -0.77
C 1.83 0.89 -0.21 -0.81
C -2.43 0.10 0.12 -0.26
O -1.27 -0.82 0.09 -0.53
H 0.62 -1.97 -0.49 0.27
H 1.28 -2.19 1.15 0.27
H 1.37 0.93 -1.15 0.25
H 2.69 1.66 -0.11 0.23
H 0.98 1.13 0.50 0.25
H -3.42 -0.47 0.36 0.20
H -2.53 0.57 -0.88 0.19
H -2.19 0.87 0.82 0.20

---

3.
14
Properties=species:S:1:pos:R:3:nbo_charge:R:1 method="wB97M-V/def2-TZVPD" energy_ev=-7359.1526 homo_energy_ev=-9.63 gap_ev=10.547 smiles="C=C=CC.C=O" multiplicity=1
C -0.81 -1.41 0.80 -0.64
C 0.20 -0.94 -0.21 -0.30
C -1.00 1.21 -0.76 0.27
O -0.26 2.15 -0.96 -0.56
C 1.22 -0.15 0.05 0.11
C 1.97 0.91 0.11 -0.49
H -0.78 -0.82 1.72 0.22
H -0.61 -2.46 1.05 0.23
H -1.83 -1.37 0.40 0.21
H 0.13 -1.35 -1.21 0.23
H -1.34 0.56 -1.58 0.12
H -1.45 1.01 0.23 0.12
H 1.39 1.79 -0.21 0.26
H 3.01 1.02 0.40 0.23

---

4.
14
Properties=species:S:1:pos:R:3:nbo_charge:R:1 method="wB97M-V/def2-TZVPD" energy_ev=-7360.0921 homo_energy_ev=-9.51 gap_ev=10.269 smiles=CC#C[C@@H](C)O multiplicity=1
C 2.72 -0.29 0.05 -0.69
C 1.30 0.01 0.08 0.02
C 0.19 0.45 0.19 -0.08
C -1.21 0.59 -0.20 0.04
C -1.80 -0.81 -0.17 -0.60
O -2.01 1.45 0.59 -0.71
H 2.96 -1.35 -0.09 0.24
H 3.07 0.02 1.03 0.24
H 3.20 0.29 -0.75 0.23
H -1.17 0.96 -1.24 0.18
H -1.79 -1.18 0.86 0.22
H -2.83 -0.80 -0.55 0.21
H -1.18 -1.47 -0.78 0.21
H -1.44 2.13 0.97 0.47

---

5.
14
Properties=species:S:1:pos:R:3:nbo_charge:R:1 method="wB97M-V/def2-TZVPD" energy_ev=-7358.2982 homo_energy_ev=-8.23 gap_ev=8.986 smiles="CC=C=C(C)O" multiplicity=1
C 0.54 -0.29 1.89 -0.61
C 0.22 0.01 -2.46 -0.61
C -0.36 0.81 0.98 0.13
C -0.04 -0.67 -1.14 -0.30
O -1.58 1.17 1.51 -0.68
C -0.30 -0.03 -0.03 0.11
H -1.42 1.60 2.36 0.48
H -0.13 -1.75 -1.16 0.22
H 0.13 -1.29 2.01 0.20
H 0.49 0.21 2.86 0.20
H 1.58 -0.29 1.57 0.23
H 0.38 1.08 -2.31 0.22
H 1.10 -0.42 -2.94 0.21
H -0.63 -0.12 -3.13 0.22

---

6.
14
Properties=species:S:1:pos:R:3:nbo_charge:R:1 method="wB97M-V/def2-TZVPD" energy_ev=-7359.9434 homo_energy_ev=-9.84 gap_ev=10.839 smiles=C#CCCCO multiplicity=1
C -0.17 0.59 1.20 -0.06
C 0.55 -0.53 0.49 -0.41
C -0.23 -1.18 -0.67 -0.49
C -0.43 -0.21 -1.72 0.01
C -0.57 0.70 -2.51 -0.27
H 1.25 1.58 2.17 0.47
H -0.32 1.47 0.48 0.16
H -1.20 0.32 1.47 0.18
H 0.73 -1.31 1.26 0.21
H 1.51 -0.23 0.13 0.20
H 0.34 -2.07 -0.98 0.24
H -1.21 -1.55 -0.33 0.23
H -0.69 1.37 -3.35 0.24
O 0.45 1.05 2.38 -0.72

---

7.
14
Properties=species:S:1:pos:R:3:nbo_charge:R:1 method="wB97M-V/def2-TZVPD" energy_ev=-7356.6927 homo_energy_ev=-8.53 gap_ev=9.518 multiplicity=1
C -1.65 -0.32 -0.31 -0.40
C -1.25 1.13 -0.26 -0.42
C -0.44 0.11 0.47 -0.25
C 0.92 -0.26 -0.05 -0.06
C 2.50 -0.74 0.81 0.05
O 1.37 -1.50 0.46 -0.55
H -1.50 -0.85 -1.24 0.22
H -2.53 -0.63 0.26 0.22
H -1.85 1.82 0.33 0.22
H -0.84 1.57 -1.17 0.21
H -0.51 0.08 1.56 0.24
H 1.02 -0.21 -1.14 0.20
H 3.12 -0.72 -0.13 0.08
H 1.65 0.52 0.41 0.24

---

8.
14
Properties=species:S:1:pos:R:3:nbo_charge:R:1 method="wB97M-V/def2-TZVPD" energy_ev=-7357.8415 homo_energy_ev=-8.69 gap_ev=9.555 smiles="C=C=CCOC" multiplicity=1
C -2.38 -0.11 0.16 -0.26
O -1.49 -1.05 -0.40 -0.52
C -0.48 -0.46 -1.16 -0.11
C 0.49 0.20 -0.29 -0.28
C 1.73 0.28 -0.21 0.12
C 3.02 0.22 -0.02 -0.57
H -2.81 0.54 -0.62 0.16
H -3.18 -0.70 0.62 0.20
H -1.91 0.50 0.94 0.18
H 0.06 -1.28 -1.64 0.20
H -0.89 0.19 -1.94 0.18
H 3.70 0.80 -0.62 0.22
H 3.50 -0.46 0.67 0.24
H 0.53 1.53 -0.27 0.24

---

9.
14
Properties=species:S:1:pos:R:3:nbo_charge:R:1 method="wB97M-V/def2-TZVPD" energy_ev=-7360.1701 homo_energy_ev=-8.92 gap_ev=9.917 smiles="C/C=C/C=C/O" multiplicity=1
C -1.81 -1.03 2.11 -0.65
C -0.80 -0.26 1.33 -0.15
C -0.04 -0.82 0.38 -0.23
C 0.91 -0.17 -0.50 -0.34
C 0.52 0.58 -1.55 0.16
O 1.33 1.58 -2.05 -0.68
H -1.35 -2.02 2.15 0.21
H -1.96 -0.70 3.15 0.21
H -2.80 -1.10 1.68 0.22
H -0.65 0.77 1.67 0.19
H -0.25 -1.89 0.21 0.19
H 1.89 0.03 -0.09 0.19
H -0.56 0.68 -1.69 0.19
H 2.08 1.61 -1.43 0.47